This record from the Open Molecules 2025 dataset describes a cluster of 2 separate species, C5H13N2O in total at a distorted geometry. The level of theory is ωB97M-V with the def2-TZVPD basis set.

Geometry as XYZ:
```
21
C5H13N2O | the Open Molecules 2025 dataset | ωB97M-V with the def2-TZVPD basis set
N -1.91 0.86 -0.17
C -1.87 -0.47 -0.61
C -0.45 -1.12 -0.40
N 0.53 -0.48 -1.11
C 2.87 -0.44 -1.60
C 1.80 -0.60 -0.50
C 1.98 0.45 0.63
O -0.38 -2.02 0.38
H -5.51 1.48 4.14
H -2.86 1.20 -0.15
H -5.83 1.77 4.77
H -2.58 -1.09 -0.08
H -1.97 -0.50 -1.72
H -1.24 1.46 -0.64
H 3.57 -1.27 -1.66
H 2.40 -0.25 -2.56
H 3.45 0.46 -1.40
H 1.87 -1.61 -0.03
H 2.95 0.32 1.11
H 1.98 1.45 0.20
H 1.21 0.39 1.39
```

Summary:
LUMO energy	-8.964	eV
gap between HOMO and LUMO	5.50	eV
E_HOMO	-14.47	eV
total charge	+1
electronic energy	-382.60103	hartree

This record from the Open Molecules 2025 dataset describes a cluster of 2 separate species, C5H13N2O in total at a distorted geometry. The level of theory is ωB97M-V with the def2-TZVPD basis set.

Geometry as XYZ:
```
21
C5H13N2O | the Open Molecules 2025 dataset | ωB97M-V with the def2-TZVPD basis set
C -0.65 1.50 0.76
C -1.53 0.49 0.62
C -1.30 2.86 2.45
N -0.42 2.05 2.03
H 0.11 1.76 0.03
H -2.00 0.11 1.53
H -1.87 0.13 -0.34
H -1.27 3.27 3.45
H -2.12 3.17 1.79
C 1.14 -0.76 -1.92
O 1.03 -1.20 -3.26
C 0.85 -1.90 -0.95
N 0.96 -1.34 0.45
H 0.46 0.07 -1.70
H 2.17 -0.41 -1.81
H 0.09 -1.20 -3.47
H -0.18 -2.23 -1.06
H 1.54 -2.73 -1.03
H 0.35 -0.50 0.63
H 1.94 -1.09 0.64
H 0.69 -2.04 1.15
```

Summary:
LUMO energy	-3.322	eV
gap between HOMO and LUMO	9.76	eV
E_HOMO	-13.08	eV
total charge	+1
electronic energy	-382.74681	hartree

This record from the Open Molecules 2025 dataset describes a cluster of 2 separate species, C5H13N2O2P in total at a distorted geometry. The level of theory is ωB97M-V with the def2-TZVPD basis set.

Geometry as XYZ:
```
23
C5H13N2O2P | the Open Molecules 2025 dataset | ωB97M-V with the def2-TZVPD basis set
C -0.09 -4.74 -0.83
C 0.21 -3.50 -0.41
C -1.06 3.99 1.10
C -0.28 1.73 1.20
C 1.99 -0.18 -1.39
N -2.48 2.30 0.71
N -1.26 2.54 1.01
O 0.83 -1.23 0.94
O 0.56 -2.52 -1.28
P 0.72 -0.99 -0.43
H -0.18 -5.54 -0.11
H -0.44 -4.99 -1.86
H 0.49 -3.41 0.60
H -1.75 4.30 1.86
H 0.02 4.21 1.43
H -1.24 4.48 0.10
H 0.79 1.98 1.36
H -0.26 0.74 0.80
H -0.48 -0.43 -0.86
H 2.81 -0.42 -0.77
H 1.91 -0.60 -2.40
H 1.86 0.97 -1.44
H -2.69 1.32 0.65
```

Summary:
LUMO energy	0.681	eV
gap between HOMO and LUMO	8.63	eV
E_HOMO	-7.95	eV
electronic energy	-799.52919	hartree

This record from the Open Molecules 2025 dataset describes a structure of composition C5H13N2O5PReS4SbTe. The level of theory is ωB97M-V with the def2-TZVPD basis set.

Geometry as XYZ:
```
33
C5H13N2O5PReS4SbTe | the Open Molecules 2025 dataset | ωB97M-V with the def2-TZVPD basis set
Re 0.05 0.45 0.14
N -1.40 -0.77 1.37
N -0.78 -1.96 1.78
C 0.53 -2.13 1.47
O 1.25 -3.00 1.81
O 0.95 -1.08 0.63
H -1.70 -0.24 2.19
H -2.22 -0.99 0.80
H -1.22 -2.54 2.47
S -2.16 4.87 -1.45
Sb -3.07 2.94 -1.10
S -1.62 2.09 0.88
S 0.27 2.70 0.45
S -4.53 1.35 -1.39
C 0.01 3.29 -4.24
C 1.06 2.26 -4.51
O 1.70 1.87 -3.24
P 1.53 0.56 -2.46
O 1.76 0.78 -0.95
Te -0.86 -0.05 -2.22
O 2.46 -0.52 -2.99
C 3.08 -0.64 -4.35
C 4.24 -1.58 -4.24
H -0.38 3.66 -5.19
H 0.43 4.13 -3.69
H -0.82 2.87 -3.68
H 1.87 2.65 -5.13
H 0.66 1.37 -5.00
H 3.38 0.37 -4.65
H 2.30 -1.00 -5.01
H 4.94 -1.25 -3.48
H 4.75 -1.60 -5.20
H 3.90 -2.59 -4.01
```

Summary:
LUMO energy	-8.754	eV
gap between HOMO and LUMO	7.06	eV
E_HOMO	-15.82	eV
total charge	+2
electronic energy	-3204.18988	hartree

This record from the Open Molecules 2025 dataset describes a cluster of 2 separate species, C5H13N2OS4 in total at a distorted geometry. The level of theory is ωB97M-V with the def2-TZVPD basis set.

Geometry as XYZ:
```
25
C5H13N2OS4 | the Open Molecules 2025 dataset | ωB97M-V with the def2-TZVPD basis set
C 0.46 -0.02 0.26
C 4.15 -1.48 -0.70
C -1.97 -0.63 2.56
C -2.96 -1.12 -2.16
C 0.31 3.86 0.26
N 1.61 -0.62 -0.03
N -1.53 -1.43 0.11
O 0.52 1.32 0.11
S 2.99 -0.10 -0.98
S -2.71 -0.70 0.89
S -1.43 -1.87 -1.40
S -0.42 2.48 1.11
H 3.81 -2.40 -1.21
H 4.17 -1.63 0.39
H 5.04 -1.24 -1.08
H -2.09 -1.72 2.95
H -2.47 0.10 3.15
H -0.97 -0.51 2.23
H -3.88 -1.46 -1.59
H -3.05 -1.65 -3.16
H -2.89 -0.09 -2.17
H -0.20 4.07 -0.72
H 1.36 3.47 0.04
H 0.46 4.87 0.77
H 1.71 -1.51 0.35
```

Summary:
LUMO energy	-5.188	eV
gap between HOMO and LUMO	6.40	eV
E_HOMO	-11.59	eV
total charge	+1
electronic energy	-1975.35393	hartree

This record from the Open Molecules 2025 dataset describes an isolated molecule of C5H13N2P at a distorted geometry. The level of theory is ωB97M-V with the def2-TZVPD basis set.

Geometry as XYZ:
```
21
C5H13N2P | the Open Molecules 2025 dataset | ωB97M-V with the def2-TZVPD basis set
C 0.03 -1.48 -0.72
C -0.94 -0.36 -0.60
C -2.07 -0.37 0.36
C -0.02 2.15 -0.96
C 1.49 -0.15 1.76
N 1.40 -0.96 -0.87
N 0.23 1.15 0.01
P 1.78 0.43 0.08
H -0.02 -2.10 0.18
H -0.24 -2.12 -1.57
H -0.97 0.15 -1.55
H -2.16 -1.33 0.76
H -2.97 -0.16 -0.17
H -1.98 0.35 1.20
H 1.05 2.37 -1.43
H -0.65 1.85 -1.80
H -0.31 3.09 -0.55
H 1.47 0.71 2.40
H 2.17 -0.91 2.31
H 0.60 -0.66 1.82
H 2.10 -1.65 -0.65
```

Summary:
LUMO energy	0.983	eV
gap between HOMO and LUMO	9.22	eV
E_HOMO	-8.23	eV
electronic energy	-649.08125	hartree